No. 1
{
  "formula": "C4H11NS2",
  "method": "ωB97M-V/def2-TZVPD",
  "energy_ev": -27486.17397,
  "homo_energy_ev": -8.81,
  "mol_weight_g_mol": 137.3,
  "relative_energy_kcal_mol": 25.17,
  "lumo_energy_ha": 0.026,
  "smiles": "CNCCCSS",
  "elements": ["H", "C", "C", "H", "S", "C", "H", "H", "S", "H", "N", "H", "H", "H", "C", "H", "H", "H"],
  "positions_angstrom": [[0.1580, -1.4970, -0.2331], [-0.6749, -1.4534, -2.6626], [-0.1675, -0.4767, -0.5076], [-0.8343, 0.5294, -2.1280], [1.2564, 1.8892, 2.4354], [0.7698, 0.5302, 0.1523], [1.7961, 0.4189, -0.1657], [1.3715, -0.4637, 2.0568], [-0.3794, 2.6843, 3.1968], [-0.3520, 2.1386, 4.4463], [-0.1823, -0.2238, -1.9482], [-1.3782, -1.8863, -1.9436], [-1.1803, -0.5262, -0.0701], [0.4207, 1.5339, -0.0777], [0.6877, 0.3214, 1.7061], [-0.2257, -0.0856, 2.1534], [0.0981, -2.1941, -2.8169], [-1.1836, -1.2390, -3.5936]]
}

=====

No. 2
{
  "formula": "C32H64O8",
  "method": "ωB97M-V/def2-TZVPD",
  "energy_ev": -50593.75579,
  "homo_energy_ev": -9.48,
  "mol_weight_g_mol": 576.9,
  "relative_energy_kcal_mol": 101.66,
  "lumo_energy_ha": 0.012,
  "smiles": "C1CCOC1.C1CCOC1.C1CCOC1.C1CCOC1.C1CCOC1.C1CCOC1.C1CCOC1.C1CCOC1",
  "elements": ["H", "H", "H", "H", "H", "C", "H", "C", "H", "H", "H", "C", "H", "H", "H", "O", "H", "H", "H", "H", "C", "H", "C", "C", "O", "H", "H", "C", "H", "C", "H", "O", "O", "H", "C", "H", "H", "H", "H", "H", "C", "H", "C", "H", "O", "H", "H", "C", "H", "O", "H", "H", "O", "H", "H", "C", "C", "C", "H", "C", "C", "H", "H", "C", "H", "H", "H", "C", "H", "H", "H", "H", "H", "C", "C", "H", "H", "H", "C", "H", "H", "C", "C", "C", "C", "H", "C", "C", "H", "H", "H", "H", "C", "H", "H", "H", "H", "C", "H", "O", "H", "C", "H", "C"],
  "positions_angstrom": [[-14.2546, -23.8795, 15.7918], [-16.1775, -16.9489, 23.1904], [-14.2368, -8.2999, 20.7321], [-10.8437, -14.4436, 19.0379], [-7.4740, -15.1637, 19.3131], [-7.8267, -14.2310, 19.7532], [-1.0238, -20.1660, 22.0003], [-8.9604, -5.3293, 13.2940], [-16.2980, -9.2814, 20.4279], [-15.0770, -6.1257, 21.2897], [-1.4284, -10.0819, 17.3961], [-2.5582, -18.2999, 23.6414], [-14.7140, -18.1646, 21.9662], [-8.3848, -13.9482, 17.7381], [1.8071, -8.5426, 17.8106], [-0.1029, -7.9197, 18.4294], [-1.7486, -10.7400, 19.0203], [-15.8018, -19.4986, 22.4656], [-9.0475, -4.4492, 12.6570], [-1.8013, -14.8449, 14.1210], [-2.6606, -16.7889, 13.9292], [-7.0718, -4.6337, 14.0650], [-14.4878, -21.0291, 16.0385], [-3.8782, -15.0130, 13.0675], [-9.3751, -5.2640, 14.6105], [-16.0605, -21.8917, 17.2151], [-14.4090, -22.3368, 17.6813], [-16.0162, -8.6420, 19.5913], [-9.4576, -7.1930, 15.3855], [-15.6533, -17.7738, 23.6731], [-16.3661, -18.2051, 24.3760], [-13.4705, -18.3200, 24.3794], [-2.9763, -18.1422, 22.2745], [-14.8053, -20.6135, 13.9255], [-15.1476, -23.2575, 15.8528], [-14.9533, -5.7536, 19.5563], [-13.9265, -16.4152, 23.8626], [-16.0168, -23.8344, 16.1683], [0.6066, -10.7851, 19.1927], [-16.3849, -20.7773, 14.7431], [-8.3110, -13.3905, 18.6717], [-0.5168, -17.5188, 23.6026], [-4.0485, -17.3136, 13.5452], [0.7004, -10.5539, 17.4248], [-15.4090, -22.5309, 14.6242], [-2.1237, -8.0456, 18.7845], [-6.6845, -6.6866, 15.3835], [-1.0600, -18.4430, 23.4057], [1.4296, -8.7534, 19.5624], [-4.7143, -16.1083, 13.0705], [-3.4006, -14.8741, 12.0976], [-4.0011, -18.0839, 12.7754], [-17.0403, -7.7255, 19.2575], [-2.3855, -17.2620, 14.8719], [-6.8071, -5.8638, 12.8009], [-7.5084, -6.6347, 14.6718], [-15.0754, -22.1639, 16.8362], [-0.9038, -19.0827, 21.9917], [0.0664, -19.0066, 21.5007], [-14.7872, -7.7981, 19.9364], [-15.3596, -6.4513, 20.2886], [-13.1228, -19.7802, 22.8648], [-7.5404, -12.6636, 18.4152], [-13.8989, -19.4603, 23.5602], [-2.3072, -18.9185, 20.4155], [-14.4533, -20.0837, 16.5799], [-14.7330, -16.8840, 25.3639], [-7.4436, -5.5629, 13.6330], [-2.7081, -17.4058, 24.2466], [-14.2360, -20.3231, 24.1346], [-3.1995, -15.0346, 15.1186], [-1.1564, -8.5824, 20.0923], [-1.8874, -16.9077, 13.1702], [-15.0442, -18.7884, 22.7968], [-15.3421, -21.0947, 14.7431], [-13.4278, -21.1310, 15.8054], [-11.0488, -13.3732, 20.3665], [-8.7170, -6.0768, 16.3234], [-8.7985, -6.3329, 15.2671], [-17.5218, -6.9784, 20.9236], [-0.5285, -19.0529, 24.1362], [-10.2840, -13.8037, 19.7200], [-16.9003, -6.6128, 20.1062], [0.3572, -10.1215, 18.3647], [-1.1447, -10.0361, 18.4476], [-7.6593, -7.5630, 14.1208], [1.0397, -8.7872, 18.5451], [-1.2262, -8.6233, 19.0053], [-7.0011, -13.8032, 20.3220], [-9.0718, -14.1056, 21.5110], [-3.0348, -19.1901, 24.0521], [-9.4561, -6.2226, 12.9140], [-9.1532, -14.5210, 20.5065], [-1.6752, -17.2796, 20.8410], [-9.3821, -15.5845, 20.5741], [-4.4176, -14.0780, 13.2191], [-4.4566, -17.7807, 14.4415], [-1.9767, -18.2574, 21.2166], [-14.1644, -7.7500, 19.0431], [-9.5294, -12.7919, 19.0836], [-15.8060, -9.2112, 18.6858], [-2.7881, -15.3072, 14.1468], [-17.4052, -5.7037, 19.7798], [-14.4051, -17.2418, 24.3879]]
}

=====

No. 3
{
  "formula": "C33H61F3N5O10P3",
  "method": "ωB97M-V/def2-TZVPD",
  "energy_ev": -99156.00112,
  "homo_energy_ev": -9.04,
  "mol_weight_g_mol": 837.8,
  "lumo_energy_ha": -0.008,
  "smiles": "CCCCO[C@@](OCCCC(F)=C(F)F)([C@H](O[C@@H](C)[PH2]=O)P(=O)(O)O)P(=O)(O)O.CCCC#N.CCCC#N.CCCC#N.CCCC#N.CCCC#N",
  "elements": ["H", "F", "C", "H", "H", "O", "F", "C", "H", "H", "H", "C", "C", "H", "H", "H", "H", "H", "C", "H", "H", "H", "H", "H", "H", "H", "C", "H", "H", "O", "H", "C", "F", "C", "H", "H", "H", "N", "H", "H", "H", "H", "C", "C", "H", "C", "H", "O", "O", "H", "H", "H", "H", "C", "C", "C", "C", "O", "H", "N", "H", "C", "P", "C", "C", "C", "H", "H", "C", "H", "H", "N", "C", "C", "O", "C", "C", "N", "O", "C", "H", "C", "H", "H", "H", "P", "C", "H", "H", "O", "N", "C", "C", "O", "C", "C", "H", "H", "H", "H", "H", "H", "C", "H", "H", "H", "C", "H", "H", "H", "H", "P", "H", "H", "O"],
  "positions_angstrom": [[-0.4343, -3.5683, 3.2051], [-1.5213, 2.0589, -0.3371], [0.6159, 1.8950, -1.2865], [-4.0309, -3.6557, 6.9679], [2.8256, 3.8993, -10.9867], [-2.5123, -1.3682, 4.0802], [-0.0961, 3.7066, 0.0145], [-0.6641, -3.2537, 7.1055], [3.1783, 1.6386, -4.3645], [4.1336, 0.4900, 0.1314], [-3.4294, 1.6289, -3.7631], [3.2838, 0.4921, 0.8175], [2.2720, 5.3785, -9.5244], [-3.1531, -3.8181, 9.3197], [0.2900, -0.0308, 0.5462], [1.0190, -6.1070, 3.5266], [-2.2679, -2.3069, 9.0777], [-3.6296, 1.6158, -1.3071], [-0.8942, -3.7301, 2.2297], [-5.7097, 5.7481, 0.9627], [0.2893, -3.8825, -1.5632], [3.8120, -0.8605, 3.2623], [3.9983, -5.7218, 3.8434], [2.9452, -1.5297, -4.6320], [-4.8503, 3.5394, 1.7256], [2.1325, 6.1660, -10.2645], [1.8853, -6.0087, 4.1833], [-0.1564, -4.1383, 1.5462], [2.5589, 2.7134, -1.4006], [0.7730, -1.5106, 4.0814], [-5.8370, 0.4878, -1.0737], [2.0770, 1.8143, -0.9971], [0.1698, 1.2009, -2.3694], [0.3039, -1.0917, 0.8246], [-1.8994, -4.9334, 7.2947], [2.0485, -3.5420, 3.8642], [3.3805, -3.9840, 1.3022], [4.4488, 3.9902, -6.8239], [3.0047, -5.7498, 2.3872], [0.9338, -1.6509, -2.6855], [-3.1118, -2.1811, 6.7219], [2.6502, 1.9833, -5.9995], [-3.1174, -3.1320, 7.2572], [3.7178, 0.1138, -5.8141], [-4.0772, 6.4144, 1.0062], [3.0579, -5.3769, 3.4132], [-2.4014, 3.1048, 1.7799], [0.2838, -3.4791, -0.6857], [1.1061, 0.8338, 3.1653], [3.7117, 0.5952, 1.8171], [-5.7892, 2.0048, -0.1742], [-2.0201, -2.6628, 0.7299], [-1.9438, -4.1246, 5.7230], [-4.1562, 4.2673, 1.2984], [2.4488, 1.7262, 0.5004], [2.7791, 1.1842, -5.2722], [-4.7407, 5.6751, 1.4589], [-1.2996, -1.5792, -1.3057], [4.1867, 4.7543, -10.2831], [-5.0748, 6.3079, 3.9683], [-3.4899, -3.3399, 3.1006], [-4.3781, 1.3587, -3.2995], [0.0479, -1.8977, -0.8073], [-4.4756, 1.9570, -1.9021], [4.4774, -0.6018, -3.5705], [2.9949, -3.8319, 3.4120], [4.5694, -1.8123, -5.2582], [-4.4064, 3.0454, -1.9664], [3.1045, -3.2024, 2.0131], [1.5487, 1.7623, 1.1115], [3.9124, -2.4681, 1.9525], [4.9353, -0.2147, -2.5952], [3.2175, 4.3080, -10.0539], [-1.9075, -3.9597, 6.8012], [3.1012, -0.5805, 3.8486], [-2.7882, 4.1078, 1.9487], [-1.5482, -2.4528, 1.6980], [0.2925, -2.6837, 7.3752], [1.1763, -1.3404, -1.8012], [-4.9271, 6.0304, 2.8667], [-1.6741, -4.4878, 2.3478], [-3.1396, -2.8805, 8.7596], [3.0884, 2.5764, 0.7383], [3.3252, -0.2828, -6.7529], [1.7944, 0.7701, -5.0418], [1.6417, -0.5317, 3.1870], [3.9915, 3.6121, -7.8035], [4.0839, 2.3973, -9.4880], [2.5052, 0.9907, -1.5701], [2.6611, -0.7777, 0.5935], [-7.8820, 2.4194, -2.4519], [1.6986, -1.2954, 1.4716], [3.9064, -1.0543, -4.8390], [1.8608, -2.6844, 1.5429], [3.4159, 3.1505, -9.0678], [-0.3065, 2.5399, -0.5786], [2.4602, 2.6673, -8.8522], [2.1541, -6.9900, 4.5730], [-4.4333, 0.2692, -3.2638], [2.6663, 5.8423, -8.6194], [-4.0797, 4.0483, 0.2310], [3.8116, -3.4514, 4.0263], [-5.7687, 1.5727, -1.1759], [-2.8417, 4.2646, 3.0267], [1.5804, -5.3791, 5.0220], [-2.0730, 4.8194, 1.5328], [-6.9561, 2.0408, -1.8931], [4.6885, 0.5600, -6.0380], [-3.9255, -1.3946, 2.1063], [0.3936, -0.9861, 4.8060], [-5.1798, 1.7233, -3.9441], [-2.9339, -2.0701, 2.8444], [1.2914, 4.9584, -9.2924], [-4.0266, -2.3114, 9.0371], [-0.7596, -1.2795, 1.7276]]
}

=====

No. 4
{
  "formula": "C5H6N2OS",
  "method": "ωB97M-V/def2-TZVPD",
  "energy_ev": -21141.01994,
  "homo_energy_ev": [-7.50, -7.40],
  "mol_weight_g_mol": 142.2,
  "relative_energy_kcal_mol": 94.04,
  "lumo_energy_ha": [-0.030, -0.045],
  "elements": ["N", "C", "C", "C", "H", "H", "H", "H", "H", "O", "C", "C", "H", "N", "S"],
  "positions_angstrom": [[0.8397, -0.4217, 0.9479], [-1.7035, 1.8303, 0.0422], [-2.3651, 0.7400, -0.4670], [2.1486, 1.0954, -0.3402], [1.5511, -2.4502, 1.3001], [-3.2565, 0.7051, -1.1418], [1.8635, -1.7186, -0.3099], [1.5594, 1.9391, -0.0138], [0.2173, -2.2367, -0.0485], [2.7318, 0.8080, -1.2753], [1.1865, -1.7554, 0.4697], [-0.1633, 0.2645, 0.5273], [-2.1650, 2.8673, 0.0052], [-0.4879, 1.5510, 0.6543], [-1.5413, -0.7222, -0.3767]]
}

=====

No. 5
{
  "formula": "C7H15N",
  "method": "ωB97M-V/def2-TZVPD",
  "energy_ev": -8991.31984,
  "homo_energy_ev": -9.01,
  "mol_weight_g_mol": 113.2,
  "relative_energy_kcal_mol": 26.98,
  "lumo_energy_ha": 0.037,
  "smiles": "C=C(C)CC[C@H](C)N",
  "elements": ["H", "C", "H", "C", "H", "H", "C", "H", "H", "H", "C", "C", "C", "H", "C", "H", "H", "H", "N", "H", "H", "H", "H"],
  "positions_angstrom": [[-3.2587, -1.1888, -1.4143], [-2.7000, -0.3023, -1.6745], [-0.6065, -0.8962, 1.7601], [2.1883, -0.6824, 0.7714], [0.3855, -1.0035, -0.9544], [2.8370, -0.3055, -0.0262], [-1.4379, -0.0253, -1.3613], [1.7917, -1.6096, 0.3631], [-0.9124, -1.9417, -0.3175], [-1.2962, 1.4963, -2.8181], [1.0590, 0.2846, 1.1753], [-0.3549, -0.2576, 0.9166], [-0.6048, -0.9168, -0.5029], [-0.6564, 2.0238, -1.2664], [-0.7485, 1.1660, -1.9387], [2.9111, -0.8443, 1.5722], [-3.2138, 0.4380, -2.2776], [1.7518, 1.3349, 2.8532], [1.1188, 0.6528, 2.6044], [0.2882, 0.9188, -2.1784], [-1.0082, 0.6050, 0.8842], [1.2629, -0.1910, 3.1418], [1.2041, 1.2445, 0.6880]]
}